Entry 1:
Entry from the OMol25 dataset: a 2-piece molecular cluster, C3H6F3O2 overall (the ωB97M-V functional and the def2-TZVPD basis).

Structure (XYZ):
```
14
Properties=species:S:1:pos:R:3
C 1.13909 0.18886 0.29583
F 1.01914 1.52202 0.24711
F 0.92878 -0.38472 -0.88208
F 0.35924 -0.31916 1.25976
C -3.17957 -0.85589 0.25773
O -2.50969 -0.23609 -0.82243
C -1.77532 0.85640 -0.51497
H -2.45703 -1.27885 0.97140
H -3.82328 -0.13204 0.78038
H -3.79746 -1.65878 -0.15800
H -1.44882 1.41936 -1.38956
H -2.01265 1.38199 0.41593
O 2.49468 -0.12767 0.60485
H 2.75190 0.24975 1.45742
```

Maximum force in eV/A: 3.7
HOMO level (spin up / spin down) in eV: -7.31 / -11.42
Orbital gap (spin up / spin down) in eV: 8.060 / 12.129
E_tot in Eh: -567.910973
Spin multiplicity: 2
Total charge: 0
Relative energy (zero: lowest compared OMol25 entry of this formula, charge and spin) in kcal per mole: 6.04

***

Entry 2:
Entry from the OMol25 dataset: C43H46ClGeN3OPSSeTl as an isolated structure (the ωB97M-V functional and the def2-TZVPD basis).

Structure (XYZ):
```
99
Properties=species:S:1:pos:R:3
Tl 1.78823 0.55390 2.41516
C 2.78684 -4.14812 1.88362
C 2.49034 -2.70536 1.59427
N 1.48082 -2.07437 2.06658
N 0.61137 -2.75840 2.85944
C -0.42342 -2.00809 3.23886
O -0.70012 -0.83280 2.89760
C -1.34848 -2.69902 4.20927
C -1.32895 -4.07808 4.40000
C -2.19114 -4.67320 5.31124
C -3.07664 -3.89516 6.04817
C -3.10749 -2.51969 5.85407
C -2.24877 -1.92850 4.93767
C 3.41533 -1.94591 0.72050
C 4.52779 -2.55556 0.14123
C 5.31639 -1.83784 -0.74045
C 5.00233 -0.51547 -1.01004
C 3.91565 0.03356 -0.34640
N 3.14265 -0.66091 0.47345
H 1.99226 -4.54908 2.50460
H 3.73749 -4.22731 2.41981
H 2.85762 -4.73288 0.96104
H -0.63089 -4.66809 3.82129
H -2.17836 -5.74837 5.45024
H -3.74039 -4.36164 6.76779
H -3.80762 -1.90943 6.41220
H -2.26070 -0.86030 4.76093
H 4.77282 -3.58225 0.37529
H 6.17262 -2.30672 -1.21069
H 5.57856 0.07370 -1.71169
H 3.64635 1.08124 -0.46702
C -2.81211 3.82222 0.90851
Ge -2.68022 2.19252 2.00220
C -4.39911 1.96675 2.94499
C -1.29531 2.44689 3.34451
C -2.32575 0.65206 0.83454
Se -3.13430 -1.02353 1.42599
C -4.75882 -0.80252 0.34680
H -2.98737 4.69028 1.55029
H -3.62063 3.76165 0.17497
H -1.86558 3.97138 0.38102
H -4.46383 2.68342 3.76802
H -4.46182 0.95556 3.35370
H -5.25396 2.12356 2.28154
H -1.61161 3.17528 4.09582
H -0.38723 2.80447 2.85927
H -1.07577 1.49312 3.82595
H -1.25215 0.47097 0.82485
H -2.65556 0.83552 -0.18953
H -5.28949 0.10179 0.64701
H -5.39194 -1.67019 0.53443
H -4.51412 -0.75279 -0.71244
C 3.50240 -3.28729 -4.46968
C 3.00696 -3.58264 -3.20782
C 2.16582 -2.68600 -2.56424
C 1.81473 -1.47305 -3.15760
C 2.30589 -1.19492 -4.43329
C 3.13909 -2.09589 -5.08478
P 0.64583 -0.41836 -2.16365
C 0.65856 1.14149 -3.13703
C -0.52499 1.81189 -3.43480
C -0.50100 3.06201 -4.03534
C 0.70954 3.66404 -4.34576
C 1.89566 3.01247 -4.03965
C 1.86849 1.76669 -3.43201
C -0.85706 -1.25853 -2.86401
C -1.24571 -1.18612 -4.20342
C -2.32116 -1.92622 -4.66767
C -3.02262 -2.76063 -3.80119
C -2.63993 -2.84696 -2.47310
C -1.56541 -2.09437 -2.00591
H 4.17057 -3.97900 -4.97028
H 3.28370 -4.50895 -2.71831
H 1.77501 -2.92031 -1.57818
H 2.03128 -0.27265 -4.92878
H 3.50358 -1.86545 -6.07968
H -1.47382 1.36419 -3.16731
H -1.43181 3.58100 -4.23153
H 0.72994 4.64862 -4.79737
H 2.84563 3.48920 -4.24876
H 2.79882 1.28502 -3.15290
H -0.70083 -0.54644 -4.88752
H -2.61330 -1.85681 -5.70940
H -3.86208 -3.34047 -4.16757
H -3.17944 -3.48953 -1.78772
H -1.28105 -2.15052 -0.95994
S 0.82733 2.52790 -0.05053
C 0.83756 4.21339 0.40602
C 0.38567 5.21496 -0.47571
C 0.37274 6.55447 -0.11354
C 0.81428 6.95943 1.14190
C 1.27169 5.98812 2.02679
C 1.29065 4.64827 1.66728
H 0.03919 4.90904 -1.45550
H 0.01561 7.29686 -0.82148
H 0.80503 8.00609 1.42317
H 1.62113 6.27865 3.01247
H 1.66414 3.90565 2.36193
Cl 4.46789 -0.44658 3.54297
```

Maximum force in eV/A: 0.6
HOMO level in eV: -1.62
Orbital gap in eV: 5.582
E_tot in Eh: -7756.348421
Total charge: -2
Relative energy (zero: lowest compared OMol25 entry of this formula, charge and spin) in kcal per mole: 0.00

***

Entry 3:
Entry from the OMol25 dataset: C18H19NO5 as an isolated structure (the ωB97M-V functional and the def2-TZVPD basis).

Structure (XYZ):
```
43
Properties=species:S:1:pos:R:3
C -4.42926 -0.97795 -2.14332
C -4.51671 -0.93074 -0.71800
O -3.29094 -0.91957 -0.03500
C -2.57854 0.03765 0.04719
C -2.88056 1.16078 -0.56631
C -2.04567 2.28062 -0.20751
C -0.87197 2.01411 0.54285
C -0.53050 0.89738 0.78152
C -1.46268 -0.13353 0.65599
O -1.18263 -1.47080 1.19433
C -0.04698 -1.55385 1.82755
C -0.11587 -3.14583 2.01494
H 0.94059 -3.71853 2.48255
H -0.82186 -3.38057 2.81558
H -0.14785 -3.82380 1.07041
H 0.07426 -1.20906 2.86156
H 0.87789 -1.67813 1.17964
H 0.37203 0.66695 1.52662
C 0.27364 3.37350 0.48364
O -0.21342 4.44460 0.93286
N 1.45985 2.97416 0.35350
C 2.02375 1.94206 0.08192
C 1.61228 1.26828 -1.10428
C 2.17605 0.06600 -1.49128
C 3.40440 -0.21728 -1.30663
C 4.03886 0.34624 -0.00610
C 3.35811 1.25561 0.51576
H 3.81276 2.14147 1.31450
O 5.03809 -0.31395 0.51424
C 5.32502 -1.42846 -0.38006
O 4.22470 -1.34607 -1.41001
H 6.20515 -1.30800 -1.13309
H 5.35708 -2.27224 0.16989
H 1.80446 -0.65024 -2.52287
H 0.67629 1.43829 -1.61695
H 2.15282 3.92840 0.80101
H -2.18258 3.35906 -0.81332
H -3.83696 1.56536 -0.65267
H -5.25475 -1.75139 -0.36501
H -5.34015 0.10767 -0.32794
H -3.81867 -0.20670 -2.42045
H -4.09241 -1.81748 -2.25776
H -5.54709 -1.01404 -2.68950
```

Maximum force in eV/A: 17.7
HOMO level in eV: -7.81
Orbital gap in eV: 7.855
E_tot in Eh: -1127.618701
Total charge: 0
Relative energy (zero: lowest compared OMol25 entry of this formula, charge and spin) in kcal per mole: 437.06

***

Entry 4:
Entry from the OMol25 dataset: C3H8OS as an isolated structure (the ωB97M-V functional and the def2-TZVPD basis).

Structure (XYZ):
```
13
Properties=species:S:1:pos:R:3
C -2.19236 0.01561 -0.19848
C -0.05084 -0.81772 0.20044
C 2.20854 0.74820 -0.06632
H -2.25706 -0.05642 0.86872
H -2.57195 0.94654 -0.59230
H -3.13953 -0.68989 -0.70494
H -0.45207 -1.88549 0.17139
H 0.25823 -0.65347 1.27646
H 1.66343 0.89044 1.01637
H 3.56662 0.37557 -0.07953
H 2.16248 1.88941 -0.71404
O -0.82689 0.06158 -0.68966
S 1.63140 -0.82437 -0.48810
```

Maximum force in eV/A: 4.6
HOMO level in eV: -8.52
Orbital gap in eV: 9.387
E_tot in Eh: -592.362979
Total charge: 0
Relative energy (zero: lowest compared OMol25 entry of this formula, charge and spin) in kcal per mole: 97.31

***

> What is the maximum force in the third record?

17.7 eV/A